Here is a 8-piece molecular cluster, C22H42Br4Cl6O4 overall from the Open Molecules 2025 dataset. Energies are from ωB97M-V/def2-TZVPD.

Molecular weight ... 902.91 g mol⁻¹
Charge ... 0
Electronic energy ... -386986.4475 eV
SMILES string ... ClC(Cl)Cl.ClC(Cl)Cl.C1CCOC1.C1CCOC1.C1CCOC1.C1CCOC1.BrCCBr.BrCCBr
Orbital gap ... 10.11 eV

Bonds (Å) are listed after each position.
CARTESIAN COORDINATES (ANGSTROEM)
1 C -0.10512 0.76774 -4.26763  Cl2 1.790, Cl3 1.826, Cl4 1.782, H5 1.090
2 Cl -1.74134 1.17611 -4.86772  C1 1.790
3 Cl 1.14756 2.06551 -4.55013  C1 1.826
4 Cl 0.61987 -0.73466 -4.89511  C1 1.782
5 H -0.21250 0.69916 -3.18511  C1 1.090
6 C -5.83507 -1.96384 -0.17619  Cl7 1.759, Cl8 1.750, Cl9 1.831, H10 1.090
7 Cl -6.52607 -2.45845 1.36352  C6 1.759
8 Cl -4.19899 -2.56395 -0.33257  C6 1.750
9 Cl -5.81096 -0.13384 -0.23234  C6 1.831
10 H -6.46210 -2.39153 -0.95850  C6 1.090
11 C 5.61184 -4.13231 -0.03494  C12 1.516, C15 1.482, H16 1.090, H17 1.090
12 C 4.25699 -3.52790 -0.34527  C11 1.516, C13 1.475, H18 1.090, H19 1.090
13 C 3.84968 -2.86889 0.91000  C12 1.475, O14 1.467, H20 1.090, H21 1.090
14 O 4.79595 -3.39343 1.90121  C13 1.467, C15 1.400
15 C 5.41046 -4.53696 1.37646  C11 1.482, O14 1.400, H22 1.090, H23 1.090
16 H 6.35591 -3.33596 -0.01870  C11 1.090
17 H 5.93196 -4.98976 -0.62690  C11 1.090
18 H 3.61553 -4.35889 -0.63867  C12 1.090
19 H 4.21538 -2.84587 -1.19451  C12 1.090
20 H 2.82253 -3.11846 1.17603  C13 1.090
21 H 3.86206 -1.78223 0.82571  C13 1.090
22 H 4.81044 -5.42795 1.56143  C15 1.090
23 H 6.40997 -4.70616 1.77704  C15 1.090
24 C -2.49661 4.17838 -0.33901  C25 1.528, C28 1.525, H29 1.090, H30 1.090
25 C -1.06120 3.93242 0.12273  C24 1.528, C26 1.533, H31 1.090, H32 1.090
26 C -0.22192 3.64899 -1.12830  C25 1.533, O27 1.435, H33 1.090, H34 1.090
27 O -1.16941 2.86847 -1.87166  C26 1.435, C28 1.438
28 C -2.51989 3.15914 -1.47280  C24 1.525, O27 1.438, H35 1.090, H36 1.090
29 H -2.70844 5.18273 -0.70575  C24 1.090
30 H -3.21530 4.00174 0.46123  C24 1.090
31 H -0.85248 3.02241 0.68523  C25 1.090
32 H -0.69545 4.79954 0.67266  C25 1.090
33 H 0.65920 3.04821 -0.90298  C26 1.090
34 H -0.00799 4.52886 -1.73507  C26 1.090
35 H -3.10979 2.28655 -1.19227  C28 1.090
36 H -2.99085 3.59423 -2.35427  C28 1.090
37 C -4.15048 1.34910 2.51615  C38 1.547, C41 1.481, H42 1.090, H43 1.090
38 C -3.92929 2.80146 2.99951  C37 1.547, C39 1.535, H44 1.090, H45 1.090
39 C -4.00449 2.72429 4.53023  C38 1.535, O40 1.391, H46 1.090, H47 1.090
40 O -3.79449 1.38961 4.86088  C39 1.391, C41 1.444
41 C -3.55880 0.62024 3.66136  C37 1.481, O40 1.444, H48 1.090, H49 1.090
42 H -3.63843 1.14396 1.57603  C37 1.090
43 H -5.19917 1.05218 2.50212  C37 1.090
44 H -4.65083 3.46512 2.52303  C38 1.090
45 H -2.95759 3.15377 2.65345  C38 1.090
46 H -4.99525 3.12470 4.74510  C39 1.090
47 H -3.22132 3.37729 4.91537  C39 1.090
48 H -3.93843 -0.40142 3.67515  C41 1.090
49 H -2.50261 0.59359 3.39329  C41 1.090
50 C -1.26074 -0.18224 0.29603  C51 1.533, C54 1.486, H55 1.090, H56 1.090
51 C 0.16588 -0.44140 0.79373  C50 1.533, C52 1.528, H57 1.090, H58 1.090
52 C 0.97571 -0.57559 -0.49521  C51 1.528, O53 1.456, H59 1.090, H60 1.090
53 O -0.01187 -0.93317 -1.50391  C52 1.456, C54 1.415
54 C -1.33554 -0.89818 -1.00413  C50 1.486, O53 1.415, H61 1.090, H62 1.090
55 H -1.46849 0.86671 0.08472  C50 1.090
56 H -2.00829 -0.53309 1.00749  C50 1.090
57 H 0.25895 -1.45549 1.18240  C51 1.090
58 H 0.68383 0.30830 1.39187  C51 1.090
59 H 1.68563 -1.38945 -0.34780  C52 1.090
60 H 1.41739 0.41295 -0.62095  C52 1.090
61 H -1.61107 -1.93781 -0.82702  C54 1.090
62 H -2.06380 -0.47228 -1.69432  C54 1.090
63 Br 4.03710 1.71745 0.03512  C64 2.007
64 C 4.41354 2.15726 1.95726  Br63 2.007, C65 1.524, H67 1.090, H68 1.090
65 C 3.14412 2.83355 2.46203  C64 1.524, Br66 1.967, H69 1.090, H70 1.090
66 Br 3.20267 2.86382 4.42764  C65 1.967
67 H 5.26824 2.83371 1.95849  C64 1.090
68 H 4.59474 1.20198 2.44992  C64 1.090
69 H 2.31063 2.18923 2.18232  C65 1.090
70 H 2.97336 3.82842 2.05073  C65 1.090
71 Br -0.72774 -3.88194 -4.18241  C72 1.941
72 C 1.15578 -3.77534 -3.72550  Br71 1.941, C73 1.576, H75 1.090, H76 1.090
73 C 2.02111 -3.90458 -5.03597  C72 1.576, Br74 2.020, H77 1.090, H78 1.090
74 Br 3.90267 -3.31479 -4.59523  C73 2.020
75 H 1.38247 -4.55767 -3.00115  C72 1.090
76 H 1.37678 -2.77876 -3.34329  C72 1.090
77 H 1.68222 -3.32433 -5.89420  C73 1.090
78 H 1.94205 -4.94009 -5.36700  C73 1.090